C34H63I2N3O8P as an isolated structure. Source: OMol25; level of theory: ωB97M-V with the def2-TZVPD basis set.

XYZ file:
```
111
Properties=species:S:1:pos:R:3:forces:R:3
C 5.6685 1.2442 2.3534 0.6288 -0.4935 -0.5114
C 5.1909 0.9320 0.9552 0.0607 1.2394 -0.2687
O 4.7514 1.7905 0.2220 -0.0457 -0.9267 0.3803
O 5.3165 -0.3712 0.5862 -0.3802 -0.0525 0.6263
C 4.0507 -1.0111 0.3202 0.0726 0.2533 -0.5127
C 4.2281 -1.9593 -0.8405 -0.3489 0.1916 -0.2382
C 3.1147 -2.9971 -0.9703 0.5679 -0.0937 0.0346
C 3.0469 -4.0232 0.1718 -0.1071 0.6042 -0.2250
C 2.0461 -3.6970 1.2783 -0.2507 -0.1669 -0.3686
C 0.6445 -3.2807 0.7733 0.3366 -0.0132 0.7981
C 0.3339 -1.8503 1.1853 -0.3054 -0.0086 0.1494
C -1.1311 -1.4662 0.8831 0.2137 -0.1157 0.3160
C -1.3655 0.0087 0.8639 -0.1983 -0.7056 0.2883
C -1.9322 0.5996 2.0015 0.2254 -0.0222 -0.3285
C -2.1846 1.9287 1.9662 -0.3453 0.3043 0.5071
I -3.0704 2.7991 3.6238 0.0621 0.0321 -0.1313
C -1.8471 2.6220 0.7807 -0.3194 1.8426 -0.1217
I -2.2369 4.6928 0.5867 0.1488 -0.5348 -0.0323
N -1.2876 2.0913 -0.2603 0.0568 -0.9038 0.6193
N -1.0633 0.7645 -0.1775 0.6931 0.7078 -0.5568
P -0.3318 0.0230 -1.7029 -0.1654 -1.5033 -1.2507
N 1.3119 0.2991 -1.4893 -0.8022 0.5866 0.4191
O -0.7937 1.0941 -2.8126 0.2157 0.1219 1.0465
H 4.8183 1.5103 2.9698 -0.1169 -0.0150 0.1451
H 6.2099 0.3898 2.7432 -0.1652 -0.1296 0.2971
H 6.3650 2.0731 2.3263 -0.0821 0.3275 -0.0544
H 3.3477 -0.2169 0.0881 -0.2746 -0.0276 -0.1981
H 3.6708 -1.5237 1.2016 0.4242 -0.0592 0.2894
H 4.2308 -1.3761 -1.7612 0.2111 0.1753 -0.1040
H 5.2122 -2.4147 -0.7683 0.0458 -0.2709 0.1185
H 2.1737 -2.4714 -1.1317 -0.2130 -0.0457 0.0760
H 3.3135 -3.5466 -1.8865 -0.0513 -0.0133 -0.2237
H 4.0465 -4.1140 0.5907 0.1039 -0.2232 0.1251
H 2.7939 -4.9818 -0.2714 -0.1030 -0.2341 0.0917
H 1.9436 -4.5801 1.9015 0.0269 -0.1130 0.1794
H 2.4149 -2.9102 1.9325 0.1681 0.0629 0.0768
H -0.0748 -3.9075 1.2950 -0.3184 -0.1642 -0.2123
H 0.5266 -3.4282 -0.2942 -0.0537 -0.0554 -0.2059
H 1.0483 -1.1228 0.8073 0.0919 -0.0110 -0.3415
H 0.4230 -1.8229 2.2705 0.1726 0.1791 0.1471
H -1.7023 -1.8468 1.7246 -0.2838 -0.1072 0.0272
H -1.5197 -1.9656 0.0019 0.1206 0.1463 -0.3728
H -2.1543 -0.0051 2.8645 -0.0393 -0.2038 0.0745
H 1.8052 -0.2138 -2.2104 0.2836 -0.0274 0.1042
H 1.6076 1.2724 -1.4605 0.3295 -0.0665 0.0087
H -0.2370 1.8812 -2.6853 -0.2498 0.4322 -0.7720
C 0.5170 3.6777 -6.8049 0.1590 0.0885 -0.1045
C 0.7346 2.1763 -6.9544 -0.1817 -0.0734 0.0614
C 1.5667 1.8587 -5.7212 0.1606 0.0296 -0.0414
O 1.1643 2.7896 -4.7073 -0.1029 -0.0391 0.1465
C 0.3608 3.8226 -5.3013 -0.1824 -0.0200 0.0463
H -0.3450 4.0505 -7.3543 -0.0579 -0.0540 0.0457
H 1.4029 4.2188 -7.1454 -0.0031 0.0098 0.0225
H -0.2247 1.6563 -6.9075 -0.0018 0.0090 -0.0120
H 1.2296 1.8939 -7.8816 0.0347 0.0172 0.0083
H 2.6348 2.0019 -5.9133 -0.0046 -0.0424 -0.0206
H 1.4129 0.8406 -5.3578 -0.0212 0.0221 0.0618
H -0.6804 3.6668 -4.9972 -0.0255 0.0405 -0.0649
H 0.6898 4.7938 -4.9308 0.0684 -0.0459 0.0639
C -4.9539 4.6403 -8.3042 -0.0539 -0.1279 -0.0434
C -5.2243 4.3929 -6.8236 0.0559 0.1229 0.0553
C -4.2033 3.3116 -6.4990 -0.0239 -0.1289 -0.0787
O -3.0837 3.5364 -7.3611 -0.0367 0.0514 0.0217
C -3.4417 4.4866 -8.3721 0.0792 0.1077 0.0611
H -5.2960 5.6111 -8.6576 0.0141 0.0157 0.0146
H -5.4380 3.8684 -8.9061 0.0058 0.0116 -0.0138
H -5.0105 5.2974 -6.2495 -0.0082 -0.0087 0.0107
H -6.2467 4.0874 -6.6078 -0.0012 -0.0227 -0.0168
H -4.6022 2.3131 -6.7070 -0.0470 0.0087 0.0525
H -3.8701 3.3417 -5.4602 0.0669 -0.0098 -0.0152
H -2.9367 5.4330 -8.1493 -0.0277 0.0282 -0.0563
H -3.0948 4.1291 -9.3416 0.0449 -0.0531 0.0312
C -7.5170 4.0667 4.9285 0.1051 -0.0909 -0.0186
C -7.2914 4.5762 3.5083 -0.0761 0.0792 0.0096
C -7.4199 3.2963 2.6953 0.0783 -0.1100 0.0215
O -8.3357 2.4575 3.3959 0.0590 0.0793 0.0845
C -8.5722 2.9910 4.7038 -0.1187 0.0646 -0.0595
H -7.8379 4.8365 5.6276 -0.0211 0.0047 -0.0075
H -6.5980 3.6170 5.3157 -0.0179 -0.0038 0.0221
H -8.0828 5.2758 3.2331 0.0161 0.0118 -0.0106
H -6.3326 5.0748 3.3652 0.0034 -0.0078 -0.0007
H -6.4593 2.7694 2.6273 0.0503 0.0744 -0.0628
H -7.7898 3.4756 1.6853 -0.0348 -0.0722 -0.0059
H -9.5806 3.4153 4.7245 0.0075 0.0204 0.0702
H -8.5209 2.1859 5.4367 -0.0071 -0.0547 -0.0526
C -0.6970 -2.3375 6.4630 -0.0142 0.1535 -0.0341
C -2.1719 -2.4534 6.8405 0.0864 -0.1623 -0.0350
C -2.8545 -2.1547 5.5156 -0.0455 0.1104 -0.0474
O -1.9684 -2.6109 4.4818 0.0707 0.1665 -0.0140
C -0.6880 -2.9144 5.0541 -0.0517 -0.1808 0.0634
H -0.0278 -2.8650 7.1396 -0.0037 -0.0233 -0.0068
H -0.3996 -1.2861 6.4404 0.0217 -0.0096 0.0118
H -2.3977 -3.4733 7.1567 -0.0150 0.0074 0.0064
H -2.4762 -1.7762 7.6361 0.0029 0.0251 -0.0175
H -3.0062 -1.0785 5.3809 -0.0639 0.0595 0.0786
H -3.8182 -2.6536 5.4172 0.0249 -0.0313 -0.1121
H -0.5691 -4.0019 5.0702 0.0612 0.0045 0.0134
H 0.0988 -2.4898 4.4274 -0.0380 0.0000 -0.0314
C 7.9312 -6.4772 2.0216 0.0836 0.0720 -0.1089
C 7.9803 -5.3267 3.0216 -0.0954 -0.0625 0.1064
C 7.1235 -4.2771 2.3288 0.0613 0.0576 -0.1360
O 6.1468 -4.9905 1.5606 0.0785 -0.0085 0.0568
C 6.5042 -6.3773 1.5036 -0.1103 -0.0441 0.0939
H 8.1547 -7.4489 2.4578 -0.0188 -0.0020 0.0177
H 8.6396 -6.2966 1.2104 -0.0046 -0.0200 -0.0046
H 7.5159 -5.6307 3.9624 0.0096 0.0168 0.0061
H 8.9870 -4.9742 3.2382 0.0086 0.0076 -0.0261
H 7.7197 -3.6655 1.6436 0.0328 0.0281 0.0519
H 6.6158 -3.6145 3.0313 -0.0650 -0.0023 -0.0354
H 5.8106 -6.9372 2.1399 0.0311 -0.0561 -0.0166
H 6.3995 -6.7349 0.4790 -0.0415 0.0618 -0.0215
```
Forces are in eV/Å.

## Properties
**Calculated total energy**: -3035.9510 Eh
**Total charge**: +1
**HOMO energy**: -11.080 eV
**Strongest force on any atom**: 1.96 eV Å⁻¹
**Kohn-Sham gap**: 6.827 eV
**LUMO energy**: -4.3 eV